Entry 1:
Molecular formula: CHCl2NO3S
Method: DFT, ωB97M-V/def2-TZVPD

Calculated values
Energy relative to the best compared isomer or geometry (same formula, charge and spin)   88.0 kcal/mol
HOMO (alpha / beta)   -10.289 / -10.285 eV
SMILES   O=N[C@H](Cl)S(=O)(=O)Cl
E_tot   -44561.152 eV
Orbital gap (alpha / beta)   7.86 / 7.86 eV

Element x y z (Å)
C 0.582 0.817 0.324
N 1.220 0.027 1.210
O 1.472 -1.131 0.898
O -1.310 -1.155 0.632
O -1.892 0.290 -1.262
S -0.947 -0.478 -0.536
Cl -0.238 2.258 1.050
Cl -0.094 -1.861 -1.795
H 1.208 1.233 -0.520

natural (NBO) population analysis, charges in e, atoms 1 to 8:
1. C -0.24
2. N 0.08
3. O -0.21
4. O -0.89
5. O -0.86
6. S 2.00
7. Cl 0.03
8. Cl -0.18

Entry 2:
Molecular formula: C2H6NP
Method: DFT, ωB97M-V/def2-TZVPD

Calculated values
Energy relative to the best compared isomer or geometry (same formula, charge and spin)   65.8 kcal/mol
HOMO   -7.899 eV
E_tot   -12945.879 eV
Orbital gap   8.97 eV

Element x y z (Å)
C -0.850 1.028 -1.050
C -1.764 -0.086 0.863
N -1.391 0.617 -0.090
P 1.610 -0.640 0.177
H -0.585 1.999 -1.311
H -1.070 -0.453 1.650
H 2.590 -1.668 0.053
H -2.743 -0.479 0.850
H 1.327 -0.383 -1.259
H 2.875 0.065 0.117

natural (NBO) population analysis, charges in e, atoms 1 to 8:
1. C -0.02
2. C -0.30
3. N -0.26
4. P -0.04
5. H 0.19
6. H 0.21
7. H 0.00
8. H 0.19

Entry 3:
Molecular formula: C4H6ClN3
Method: DFT, ωB97M-V/def2-TZVPD

Calculated values
Energy relative to the best compared isomer or geometry (same formula, charge and spin)   0.0 kcal/mol
HOMO   -9.119 eV
SMILES   Nc1ncccn1.Cl
E_tot   -21238.903 eV
Orbital gap   9.79 eV

Element x y z (Å)
C 0.007 1.372 -0.033
C -2.066 0.254 0.045
C -1.378 1.460 0.013
C -0.123 -0.889 -0.011
N 0.646 0.215 -0.047
N -1.452 -0.913 0.033
N 0.540 -2.060 -0.021
Cl 3.979 0.327 0.009
H 0.632 2.256 -0.066
H -3.149 0.211 0.081
H 2.669 0.327 -0.031
H -1.887 2.408 0.028
H 1.544 -2.041 -0.036
H 0.037 -2.926 0.035

natural (NBO) population analysis, charges in e, atoms 1 to 8:
1. C 0.11
2. C 0.11
3. C -0.37
4. C 0.56
5. N -0.54
6. N -0.50
7. N -0.78
8. Cl -0.34

Entry 4:
Molecular formula: C33H57FN2O2ScSi
Method: DFT, ωB97M-V/def2-TZVPD

Calculated values
Energy relative to the best compared isomer or geometry (same formula, charge and spin)   24.9 kcal/mol
HOMO   -10.897 eV
Net charge   +1
E_tot   -73515.978 eV
Orbital gap   8.51 eV

Element x y z (Å)
O 0.970 -1.373 -0.336
O 0.889 -0.468 -3.119
C 2.391 -1.687 -0.221
C 2.666 -2.957 0.545
H 2.859 -0.827 0.283
H 2.797 -1.710 -1.248
H 2.259 -2.913 1.565
H 3.750 -3.087 0.628
H 2.260 -3.833 0.036
C 0.020 -2.478 -0.449
C 0.206 -3.300 -1.697
H -0.973 -2.004 -0.419
H 0.119 -3.099 0.453
H 0.178 -2.665 -2.588
H -0.620 -4.022 -1.762
H 1.146 -3.855 -1.673
C -0.245 0.145 -3.790
C 1.926 -0.909 -4.025
C -1.476 -0.712 -3.667
H 0.000 0.323 -4.857
H -0.387 1.133 -3.321
H -1.324 -1.683 -4.149
H -2.305 -0.206 -4.169
H -1.753 -0.865 -2.619
C 1.420 -1.968 -4.973
H 2.736 -1.292 -3.390
H 2.313 -0.034 -4.583
H 0.918 -2.777 -4.434
H 2.272 -2.389 -5.511
H 0.728 -1.533 -5.701
H 0.988 0.168 -1.453
N -0.611 -0.590 2.957
C -1.333 0.011 3.923
C -2.076 1.180 3.753
C -2.343 1.831 2.549
C -1.423 -0.644 5.280
H -0.448 -0.998 5.636
H -2.130 -1.488 5.278
H -1.800 0.095 5.997
C -3.458 2.828 2.453
H -4.190 2.548 1.684
H -3.087 3.835 2.223
H -3.978 2.871 3.414
N -1.601 1.603 1.461
C -0.249 -1.973 3.127
C 1.013 -2.322 3.659
C 1.990 -1.264 4.074
C 1.307 -3.673 3.861
H 2.276 -3.931 4.306
C 0.381 -4.663 3.541
H 0.637 -5.713 3.697
C -0.887 -4.312 3.065
H -1.640 -5.081 2.879
C -1.218 -2.970 2.867
C -2.609 -2.570 2.481
C -1.887 2.290 0.239
C -1.274 3.540 -0.025
C -0.455 4.190 1.050
C -1.375 4.070 -1.314
H -0.890 5.024 -1.539
C -2.091 3.384 -2.303
H -2.162 3.803 -3.309
C -2.749 2.188 -2.008
H -3.337 1.669 -2.773
C -2.685 1.640 -0.730
C -3.370 0.350 -0.390
Sc 0.151 0.490 1.169
H 2.512 -0.801 3.224
H 2.760 -1.724 4.708
H 1.517 -0.464 4.657
H -2.624 -1.735 1.765
H -3.190 -2.253 3.361
H -3.143 -3.411 2.021
H -0.003 5.118 0.678
H 0.365 3.542 1.407
H -1.064 4.442 1.930
H -3.754 0.331 0.641
H -2.694 -0.515 -0.510
H -4.221 0.181 -1.064
H -2.585 1.571 4.631
C 1.024 1.227 -0.964
Si 2.236 2.315 -1.943
H 0.017 1.674 -0.957
H 1.572 1.252 0.032
C 3.833 1.390 -2.249
C 2.580 3.796 -0.856
C 1.533 2.944 -3.556
H 2.128 3.815 -3.865
H 0.492 3.274 -3.453
H 1.582 2.205 -4.365
H 4.369 1.212 -1.308
H 4.475 1.999 -2.897
H 3.688 0.421 -2.740
H 2.726 3.512 0.195
H 1.763 4.526 -0.906
H 3.498 4.286 -1.210
F 1.479 1.497 2.005

Löwdin population analysis, charges in e, atoms 1 to 8:
1. O -0.31
2. O -0.26
3. C -0.20
4. C -0.04
5. H 0.12
6. H 0.12
7. H 0.06
8. H 0.10

Entry 5:
Molecular formula: C11H35O6
Method: DFT, ωB97M-V/def2-TZVPD

Calculated values
Energy relative to the best compared isomer or geometry (same formula, charge and spin)   20.6 kcal/mol
HOMO   -12.724 eV
Net charge   +1
E_tot   -24252.615 eV
Orbital gap   10.54 eV

Element x y z (Å)
O -0.716 -0.043 -0.055
H -0.577 -0.830 0.550
H -0.863 0.770 0.504
H 0.001 0.057 -0.732
C -3.759 1.479 0.304
C -3.297 2.573 -0.646
O -2.158 2.167 -1.390
H -4.014 0.561 -0.226
H -4.662 1.843 0.789
H -2.927 1.286 0.975
H -3.033 3.463 -0.051
H -4.130 2.948 -1.251
H -1.982 2.838 -2.057
C 1.798 -3.455 -0.439
C 0.517 -4.104 -0.923
O 0.561 -5.498 -0.549
H 1.641 -2.376 -0.405
H 2.604 -3.702 -1.129
H 2.037 -3.881 0.533
H 0.339 -4.112 -2.001
H -0.376 -3.677 -0.446
H 0.242 -6.033 -1.279
C 0.527 -2.553 3.676
C -0.480 -1.624 3.004
O -0.702 -1.989 1.632
H 0.436 -3.555 3.245
H 0.351 -2.623 4.744
H 1.525 -2.247 3.361
H -0.138 -0.590 3.071
H -1.457 -1.607 3.493
H -0.895 -2.928 1.548
C 1.002 3.660 1.140
C 0.592 2.426 1.930
O -0.750 2.055 1.617
H 0.863 3.543 0.063
H 2.042 3.951 1.288
H 0.373 4.495 1.460
H 0.704 2.669 2.991
H 1.268 1.590 1.749
H -1.306 2.837 1.694
C 0.461 0.224 -3.141
C 1.826 0.486 -2.536
C 2.294 1.907 -2.821
O 1.708 0.254 -1.113
H 0.377 0.451 -4.201
H -0.305 0.825 -2.633
H 0.120 -0.810 -3.019
H 2.545 -0.235 -2.931
H 1.803 2.582 -2.115
H 2.002 2.247 -3.813
H 3.374 2.008 -2.715
H 2.595 0.280 -0.741

natural (NBO) population analysis, charges in e, atoms 1 to 8:
1. O -0.83
2. H 0.55
3. H 0.56
4. H 0.56
5. C -0.63
6. C -0.06
7. O -0.75
8. H 0.22

Entry 6:
Molecular formula: C5H8O
Method: DFT, ωB97M-V/def2-TZVPD

Calculated values
Energy relative to the best compared isomer or geometry (same formula, charge and spin)   50.3 kcal/mol
HOMO   -9.093 eV
E_tot   -7360.074 eV
Orbital gap   10.21 eV

Element x y z (Å)
C -1.808 -0.064 0.391
C -0.337 0.107 0.177
C 0.296 0.947 -0.886
C 0.745 -0.481 -0.694
C 1.559 -0.528 0.587
O 0.487 0.076 1.343
H -2.060 -1.048 0.795
H -2.135 0.694 1.113
H -2.361 0.097 -0.538
H 0.957 1.769 -0.615
H -0.321 1.114 -1.766
H 0.731 -1.234 -1.475
H 2.467 0.088 0.614
H 1.782 -1.536 0.953

natural (NBO) population analysis, charges in e, atoms 1 to 8:
1. C -0.63
2. C 0.27
3. C -0.44
4. C -0.29
5. C -0.06
6. O -0.52
7. H 0.22
8. H 0.23